Entry 1:
Here is C18H50Ca2N2O12S as an isolated structure in a non-equilibrium geometry from OMol25. Energies are from the ωB97M-V functional and the def2-TZVPD basis.

```
85
Properties=species:S:1:pos:R:3:lowdin_charge:R:1
Ca 0.5848 -1.7620 2.9540 1.615
Ca -0.1330 1.7250 -1.5750 1.569
S -0.1929 -0.1283 0.6525 0.314
O -0.0660 0.3051 2.0687 -0.418
O -1.3031 0.4383 -0.1087 -0.404
O 0.9369 0.3790 -0.1426 -0.460
O -0.1731 -1.5729 0.7869 -0.406
C -2.8326 1.6736 3.1922 -0.130
O -1.4987 2.0099 3.5519 -0.147
H -2.7922 1.1627 2.2231 0.056
H -3.2647 0.9412 3.8789 0.083
H -3.5057 2.5242 3.1005 0.087
H -0.8859 1.5909 2.9338 -0.006
C -0.8913 -4.1992 -1.4829 -0.157
O -1.4531 -3.7503 -0.2691 -0.133
H -1.4938 -5.0229 -1.8622 0.091
H -0.9735 -3.4138 -2.2450 0.068
H 0.1487 -4.5374 -1.4376 0.066
H -1.0339 -2.9082 -0.0050 0.019
C -4.3735 -1.1193 0.3734 -0.160
O -3.9312 0.1673 0.0026 -0.151
H -3.8470 -1.9770 -0.0603 0.071
H -4.3539 -1.2923 1.4575 0.075
H -5.4133 -1.2202 0.0605 0.083
H -2.9528 0.1553 -0.0344 -0.002
C 0.9596 3.1401 1.1757 -0.082
O -0.1787 2.9777 0.3539 -0.350
C -1.2069 3.9480 0.5615 -0.158
C -2.4304 3.5978 -0.2553 -0.144
N -2.1680 3.0146 -1.5952 -0.156
C -1.8959 4.0251 -2.6346 -0.185
C -1.7876 3.3751 -4.0011 -0.165
O -0.7735 2.3501 -3.9478 -0.308
C -0.4087 1.8784 -5.2447 -0.060
H 1.7155 2.3813 1.0051 0.077
H 0.6821 3.0198 2.2276 0.092
H 1.3933 4.1396 1.0917 0.112
H -0.7940 4.9172 0.2472 0.135
H -1.4019 4.0404 1.6321 0.137
H -3.1446 4.4164 -0.3649 0.140
H -2.9556 2.7873 0.2598 0.115
H -3.0101 2.5554 -1.9359 0.136
H -0.9847 4.5670 -2.3555 0.132
H -2.6926 4.7772 -2.6500 0.140
H -1.5316 4.0798 -4.7899 0.139
H -2.7317 2.8509 -4.1868 0.141
H -0.1563 2.6755 -5.9467 0.103
H -1.3165 1.4236 -5.6581 0.107
H 0.3773 1.1328 -5.2151 0.074
C 0.6370 -4.8987 1.9978 -0.038
O 1.3365 -3.6399 1.9968 -0.375
C 2.3646 -3.6221 1.0122 -0.167
C 3.3380 -2.5006 1.4090 -0.156
N 2.6608 -1.2570 1.8083 -0.145
C 3.5198 -0.3721 2.6442 -0.136
C 2.6965 0.5686 3.5176 -0.191
O 1.6999 -0.1545 4.2445 -0.347
C 1.1908 0.6106 5.3652 -0.025
H 0.2494 -5.2174 1.0324 0.093
H -0.2473 -4.7959 2.6307 0.102
H 1.2886 -5.6524 2.4395 0.109
H 1.9980 -3.5873 -0.0117 0.109
H 2.9569 -4.5349 1.1338 0.140
H 4.1047 -2.2958 0.6546 0.138
H 3.9133 -2.8342 2.2770 0.126
H 2.4796 -0.7284 0.9551 0.083
H 4.2096 0.2042 2.0252 0.140
H 4.0598 -1.0713 3.2847 0.128
H 2.2583 1.3934 2.9561 0.105
H 3.3855 1.0294 4.2316 0.141
H 1.9308 0.7557 6.1486 0.107
H 0.3888 -0.0206 5.7481 0.099
H 0.7477 1.5396 5.0101 0.096
C 2.2823 -1.6856 -2.2596 -0.043
C 1.6069 -0.8446 -3.3536 -0.448
C 1.3630 -1.7506 -4.5554 -0.035
O 0.4099 -0.2367 -2.8522 -0.156
H 2.4936 -1.0484 -1.4031 0.059
H 3.2294 -2.1124 -2.5985 0.099
H 1.6837 -2.5617 -2.0062 0.065
H 2.3458 -0.0914 -3.6334 0.146
H 0.7440 -2.6163 -4.3016 0.088
H 2.3139 -2.0701 -4.9723 0.099
H 0.7833 -1.2531 -5.3392 0.081
H -0.2868 -0.8872 -3.0232 0.116
```

## Properties
- Total charge: +2
- Energy: -3481.3416 Eh
- Max |F|: 2.068 eV/A
- Frontier orbital gap: 8.82 eV
- Highest occupied orbital energy: -0.5139 Eh


Entry 2:
Here is a 10-piece molecular cluster, C18H50F6O10P overall in a non-equilibrium geometry from OMol25. Energies are from the ωB97M-V functional and the def2-TZVPD basis.

```
85
Properties=species:S:1:pos:R:3:lowdin_charge:R:1
P 0.6233 -0.2300 -0.4189 0.320
F -0.3039 0.1962 0.8189 -0.131
F -0.4788 -1.2589 -1.0014 -0.165
F 0.0310 1.0071 -1.3664 -0.175
F 1.5099 -0.6603 -1.7776 -0.213
F 1.9079 0.7480 0.2056 -0.202
F 1.2770 -1.5580 0.2181 -0.150
C 1.8409 -0.6243 -6.1635 -0.182
C 2.2292 0.2591 -5.0112 -0.162
C 2.4593 1.5371 -5.8043 -0.173
O 1.3901 1.6081 -6.7990 -0.135
C 1.0340 0.3178 -7.1141 -0.239
H 1.1436 -1.4300 -5.9340 0.085
H 2.6340 -1.1443 -6.7009 0.109
H 3.1320 -0.0876 -4.5083 0.116
H 1.4200 0.2763 -4.2811 0.113
H 3.4611 1.6227 -6.2252 0.113
H 2.3203 2.4452 -5.2178 0.116
H 1.3265 0.0291 -8.1236 0.105
H -0.0510 0.2979 -7.0128 0.115
C 2.8619 -3.1151 2.5075 -0.152
C 2.4850 -4.5795 2.0779 -0.125
C 3.6933 -5.0387 1.1393 -0.173
O 4.6974 -4.0795 1.3850 -0.158
C 4.1093 -2.8218 1.6468 -0.204
H 3.0107 -3.0143 3.5826 0.097
H 2.0727 -2.3696 2.4102 0.075
H 1.4596 -4.7145 1.7338 0.097
H 2.3822 -5.1402 3.0070 0.086
H 3.4402 -4.9544 0.0824 0.110
H 4.0210 -6.0351 1.4358 0.110
H 3.8537 -2.3763 0.6854 0.104
H 4.7615 -2.0157 1.9831 0.118
C 0.0536 3.6555 0.7050 -0.182
O 1.0344 3.4462 -0.2604 -0.123
H -0.0228 4.6096 1.2265 0.076
H -0.9252 3.4879 0.2556 0.071
H 0.2787 2.8497 1.4036 0.060
H 0.9669 2.5074 -0.4494 0.019
C -1.5667 -2.0209 -4.4118 -0.177
O -2.1532 -3.0028 -3.5943 -0.129
H -0.7732 -2.4824 -4.9997 0.068
H -2.3467 -1.5306 -4.9942 0.077
H -1.2351 -1.2221 -3.7484 0.071
H -1.5034 -3.3157 -2.9607 0.052
C 2.9386 4.7544 2.6068 -0.181
O 2.8330 3.3659 2.5350 -0.115
H 3.8111 5.1920 2.1217 0.072
H 2.0244 5.2452 2.2730 0.068
H 3.1520 4.8631 3.6702 0.077
H 2.5239 3.1761 1.6461 0.044
C -3.3651 -1.8602 1.8675 -0.201
O -4.5292 -1.1526 1.8556 -0.097
H -3.6567 -2.8603 1.5465 0.076
H -2.5044 -1.4662 1.3272 0.070
H -2.9771 -2.1131 2.8542 0.078
H -4.8756 -1.3181 0.9757 0.080
C 2.2599 -3.0701 -3.0521 -0.128
O 0.8451 -3.1773 -2.7703 -0.141
H 2.7909 -2.4297 -2.3479 0.068
H 2.8314 -3.9878 -3.1915 0.072
H 2.2426 -2.5581 -4.0142 0.052
H 0.5828 -2.4083 -2.2590 0.014
C 0.6385 0.6514 3.9832 -0.129
O -0.2923 -0.4770 3.8905 -0.136
H 0.6599 1.2255 4.9095 0.070
H 1.6560 0.2920 3.8292 0.075
H 0.3414 1.3949 3.2437 0.049
H 0.0883 -1.0005 3.1815 0.038
C -6.1113 2.3324 5.5577 -0.081
O -5.3228 1.9900 4.3433 -0.183
C -4.8397 3.1972 3.6528 -0.203
C -3.7253 2.8287 2.7194 -0.156
O -4.1862 1.7069 1.8638 -0.206
C -3.6471 1.5831 0.5512 -0.102
H -6.7612 3.1943 5.4064 0.071
H -5.4372 2.5658 6.3819 0.075
H -6.7491 1.4794 5.7893 0.078
H -4.3927 3.8847 4.3709 0.114
H -5.6442 3.7614 3.1811 0.120
H -2.7688 2.5626 3.1693 0.128
H -3.6303 3.7298 2.1135 0.114
H -3.8600 0.7072 -0.0616 0.083
H -2.5624 1.6387 0.6435 0.062
H -3.9433 2.4780 0.0039 0.078
```

## Properties
- Total charge: -1
- Energy: -2408.8201 Eh
- Max |F|: 3.013 eV/A
- Frontier orbital gap: 9.75 eV
- Highest occupied orbital energy: -0.2634 Eh


Entry 3:
Here is C18H50GeHfN2SSi4 as an isolated structure from OMol25. Energies are from the ωB97M-V functional and the def2-TZVPD basis.

```
77
Properties=species:S:1:pos:R:3:lowdin_charge:R:1
Hf -1.0864 -0.0113 0.4821 1.296
C -2.0075 1.8142 2.9455 -0.209
C -0.5119 1.8675 3.1390 -0.129
N 0.1968 1.1113 2.0540 -0.174
C 1.2264 0.1803 2.6075 -0.270
C 0.6175 -0.9324 3.4242 -0.369
S -0.5527 -1.8808 2.4162 0.913
C -2.0911 -1.8581 3.3590 -0.386
C -2.5294 -0.4603 3.7130 -0.221
N -2.4514 0.4595 2.5450 -0.164
H -2.5275 2.1641 3.8407 0.157
H -2.2701 2.4883 2.1477 0.027
H -0.2013 2.9122 3.1230 0.149
H -0.1924 1.4705 4.1009 0.125
H 0.7316 1.7800 1.5018 0.111
H 1.7739 -0.2413 1.7644 0.044
H 1.9450 0.7341 3.2167 0.153
H 1.4111 -1.6087 3.7397 0.101
H 0.1097 -0.5993 4.3274 0.092
H -2.8150 -2.3704 2.7203 0.101
H -1.9605 -2.4759 4.2483 0.115
H -3.5501 -0.4975 4.0966 0.151
H -1.9194 -0.0545 4.5184 0.119
H -3.3989 0.5641 2.1913 0.120
C 0.3132 -3.9338 -0.2633 -0.218
Si 1.7873 -2.8066 -0.4282 0.357
C 2.7979 -2.7578 1.1285 -0.188
C 2.8230 -3.3723 -1.8510 -0.179
Ge 1.1197 -0.4461 -0.9485 0.614
Si -0.5468 -0.8177 -2.7571 0.345
C -1.2645 0.6590 -3.6043 -0.194
C 0.3005 -1.8676 -4.0123 -0.168
C -1.9816 -1.7182 -1.8687 -0.214
Si 3.0604 1.0541 -1.1676 0.346
C 3.9545 0.2162 -2.5513 -0.194
C 2.4311 2.7337 -1.5996 -0.212
C 4.0001 1.0441 0.4257 -0.192
H 0.6375 -4.8353 0.2678 0.064
H -0.0414 -4.2607 -1.2427 0.042
H -0.5321 -3.5324 0.2881 -0.032
H 3.3349 -3.7103 1.1928 0.067
H 2.1929 -2.6821 2.0325 0.003
H 3.5499 -1.9698 1.1350 0.025
H 3.2530 -4.3401 -1.5709 0.067
H 3.6510 -2.7010 -2.0719 0.025
H 2.2521 -3.5244 -2.7638 0.023
H -0.5108 1.3044 -4.0616 0.060
H -1.9044 1.2695 -2.9801 -0.025
H -1.8827 0.2612 -4.4182 0.072
H 1.1776 -1.3663 -4.4258 0.056
H -0.4244 -2.0003 -4.8233 0.069
H 0.5979 -2.8504 -3.6555 0.022
H -2.2995 -1.3393 -0.8608 -0.041
H -1.7728 -2.7734 -1.6926 0.037
H -2.9018 -1.6517 -2.4557 0.067
H 3.3248 0.0595 -3.4295 0.040
H 4.3656 -0.7427 -2.2373 0.025
H 4.7945 0.8483 -2.8612 0.065
H 1.8211 2.7352 -2.5053 0.040
H 3.2950 3.3799 -1.7920 0.063
H 1.8603 3.1913 -0.7884 0.023
H 4.1537 0.0452 0.8306 0.018
H 3.5435 1.6770 1.1914 0.034
H 4.9944 1.4608 0.2281 0.066
C -3.8799 1.3967 -1.4494 -0.207
Si -2.6413 2.2765 -0.3757 0.506
C -3.4818 3.5840 0.6194 -0.194
C -1.1509 3.0545 -1.1990 -0.224
H -4.1737 2.0958 -2.2436 0.074
H -4.7748 1.1713 -0.8639 0.054
H -3.5543 0.4810 -1.9370 -0.008
H -3.8993 4.2621 -0.1364 0.075
H -2.8079 4.1735 1.2410 0.050
H -4.3180 3.2321 1.2267 0.059
H -1.4920 3.5178 -2.1341 0.071
H -0.3120 2.4070 -1.4559 -0.034
H -0.7853 3.8530 -0.5471 0.051
```

## Properties
- Expectation value of S²: 0.79
- Total charge: +3
- Spin multiplicity: 2
- Energy: -4505.5274 Eh
- Max |F|: 0.672 eV/A
- Frontier orbital gap (spin up / spin down): 6.59 / 5.08 eV
- Highest occupied orbital energy (spin up / spin down): -0.6172 / -0.6095 Eh